1.
This record from the OMol25 dataset describes a cluster of 2 separate species, C6H9NO in total. The level of theory is ωB97M-V with the def2-TZVPD basis set.

Summary:
Molar mass: 111.1 Da
Frontier orbital gap (spin up / spin down): 8.011 / 8.044 eV
ΔE to the lowest compared entry with this formula, charge and spin: 7.485 eV
HOMO (spin up / spin down): -7.841 / -7.880 eV
Total charge: 0
E: -363.74919 Ha

Atoms and positions in Å:
C  -0.33  1.35  0.08
C  0.94  1.20  -0.43
C  -0.95  -0.01  0.00
C  -0.42  -1.21  0.63
C  2.06  2.13  -0.50
C  -1.30  -2.45  0.58
N  0.02  -0.79  -0.78
O  1.16  -0.03  -0.93
H  -0.72  2.20  0.55
H  -2.83  -0.14  -0.75
H  0.21  -1.09  1.57
H  2.97  1.55  -0.60
H  1.97  2.68  0.47
H  1.96  2.68  -1.54
H  -1.07  -3.32  1.14
H  -1.42  -2.61  -0.41
H  -2.25  -2.16  0.93

These are the natural (NBO) partial charges, in e, on atoms 1 to 2:
1. C -0.40
2. C 0.36

---

2.
This record from the OMol25 dataset describes an isolated molecule of C6H9NO. The level of theory is ωB97M-V with the def2-TZVPD basis set.

Summary:
Molar mass: 111.1 Da
Frontier orbital gap: 9.136 eV
ΔE to the lowest compared entry with this formula, charge and spin: 7.461 eV
HOMO: -8.180 eV
SMILES: O[C@]12C[C@@H]1N[C@H]1C[C@H]12
Total charge: 0
E: -363.75004 Ha

Atoms and positions in Å:
O  1.26  1.20  -1.28
C  -0.03  0.78  -0.85
C  -0.43  2.13  0.08
C  -0.13  0.82  0.69
N  0.68  -0.15  1.41
C  0.53  -1.37  0.66
C  -0.84  -1.64  0.06
C  -0.10  -0.74  -0.99
H  1.68  0.26  -1.38
H  0.38  2.88  0.17
H  -1.43  2.57  0.08
H  -1.26  0.42  0.79
H  1.69  -0.18  1.62
H  1.10  -2.30  0.79
H  -1.20  -2.60  -0.44
H  -1.81  -1.23  0.63
H  -0.08  -0.87  -2.04

These are the natural (NBO) partial charges, in e, on atoms 1 to 2:
1. O -0.74
2. C 0.14

---

3.
This record from the OMol25 dataset describes an isolated molecule of C6H9NO. The level of theory is ωB97M-V with the def2-TZVPD basis set.

Summary:
Molar mass: 111.1 Da
Frontier orbital gap: 9.308 eV
ΔE to the lowest compared entry with this formula, charge and spin: 7.501 eV
HOMO: -8.257 eV
SMILES: C1O[C@@H]2CN[C@H]3[C@@H]1[C@H]32
Total charge: 0
E: -363.74858 Ha

Atoms and positions in Å:
C  1.72  -0.60  -0.32
O  1.52  -0.08  1.09
C  0.13  0.33  0.75
C  -0.80  1.50  0.86
N  -1.23  1.15  -0.58
C  -1.10  -0.34  -0.96
C  0.38  -1.16  -0.87
C  -0.61  -1.04  0.19
H  2.15  0.24  -0.98
H  2.38  -1.44  -0.19
H  0.50  0.93  -0.13
H  -0.29  2.45  0.71
H  -1.55  1.33  1.67
H  -2.16  1.34  -0.89
H  -1.88  -0.59  -1.75
H  0.40  -2.12  -1.54
H  -1.46  -1.69  0.53

These are the natural (NBO) partial charges, in e, on atoms 1 to 2:
1. C -0.10
2. O -0.52

---

4.
This record from the OMol25 dataset describes an isolated molecule of C6H9NO. The level of theory is ωB97M-V with the def2-TZVPD basis set.

Summary:
Molar mass: 111.1 Da
Frontier orbital gap: 10.060 eV
ΔE to the lowest compared entry with this formula, charge and spin: 1.655 eV
HOMO: -9.218 eV
SMILES: C=C1C[C@H]1CC(N)=O
Total charge: 0
E: -363.96341 Ha

Atoms and positions in Å:
C  -1.99  1.54  -0.24
C  -1.45  0.29  -0.09
C  -1.09  -1.03  -0.69
C  -0.70  -0.62  0.77
C  0.74  -0.39  1.16
C  1.51  0.47  0.13
N  2.17  -0.21  -0.87
O  1.58  1.69  0.23
H  -2.30  1.84  -1.25
H  -2.08  2.25  0.58
H  -1.83  -1.76  -0.98
H  -0.30  -0.96  -1.43
H  -1.27  -1.12  1.56
H  0.78  0.19  2.09
H  1.23  -1.35  1.38
H  2.66  0.36  -1.53
H  2.35  -1.18  -0.82

These are the natural (NBO) partial charges, in e, on atoms 1 to 2:
1. C -0.38
2. C 0.01

---

5.
This record from the OMol25 dataset describes an isolated molecule of C6H9NO. The level of theory is ωB97M-V with the def2-TZVPD basis set.

Summary:
Molar mass: 111.1 Da
Frontier orbital gap: 10.013 eV
ΔE to the lowest compared entry with this formula, charge and spin: 7.490 eV
HOMO: -8.915 eV
Total charge: 0
E: -363.74899 Ha

Atoms and positions in Å:
C  -0.64  1.38  -1.45
C  -0.55  0.61  0.48
C  -0.11  0.15  -0.77
C  0.25  -1.60  0.41
C  1.50  -0.85  1.19
C  0.11  -0.42  1.48
H  -0.22  1.98  -2.22
H  -1.82  1.19  -1.60
H  -0.61  2.50  0.03
H  -1.68  0.31  0.52
H  0.95  0.14  -0.86
H  -0.07  -2.61  0.53
H  1.94  -1.52  1.89
H  2.24  -0.39  0.51
H  -0.18  -0.43  2.61
N  -0.09  1.86  -0.36
O  -0.40  -1.23  -0.85

These are the natural (NBO) partial charges, in e, on atoms 1 to 2:
1. C -0.22
2. C -0.12

---

6.
This record from the OMol25 dataset describes a cluster of 2 separate species, C6H9NO in total. The level of theory is ωB97M-V with the def2-TZVPD basis set.

Summary:
Molar mass: 111.1 Da
Frontier orbital gap: 10.247 eV
ΔE to the lowest compared entry with this formula, charge and spin: 1.114 eV
HOMO: -9.683 eV
SMILES: c1ccncc1.CO
Total charge: 0
E: -363.98330 Ha

Atoms and positions in Å:
C  -1.69  1.33  -1.72
C  -0.41  0.90  -2.10
C  0.28  0.05  -1.20
N  -0.14  -0.31  -0.02
C  -1.39  0.14  0.40
C  -2.23  0.86  -0.47
H  -2.32  1.92  -2.35
H  -0.11  1.10  -3.09
H  1.33  -0.26  -1.41
H  -1.67  0.00  1.46
H  -3.26  1.17  -0.24
C  2.58  -0.84  2.45
O  1.82  -1.67  1.54
H  2.98  -1.56  3.20
H  3.43  -0.32  1.95
H  1.98  -0.16  3.05
H  1.20  -1.08  1.09

These are the natural (NBO) partial charges, in e, on atoms 1 to 2:
1. C -0.15
2. C -0.26

---

7.
This record from the OMol25 dataset describes an isolated molecule of C6H9NO. The level of theory is ωB97M-V with the def2-TZVPD basis set.

Summary:
Molar mass: 111.1 Da
Frontier orbital gap: 9.024 eV
ΔE to the lowest compared entry with this formula, charge and spin: 2.997 eV
HOMO: -8.230 eV
SMILES: CC#CN(C)C(C)=O
Total charge: 0
E: -363.91411 Ha

Atoms and positions in Å:
C  -1.22  -3.04  -0.24
C  -0.39  -1.84  -0.21
C  0.34  -0.95  0.15
N  0.64  0.27  0.61
C  2.00  0.75  0.38
C  -0.69  1.01  0.24
C  -0.42  2.37  -0.35
O  -1.77  0.71  0.69
H  -0.90  -3.78  0.50
H  -1.22  -3.51  -1.23
H  -2.25  -2.77  0.00
H  2.08  1.78  0.73
H  2.24  0.79  -0.69
H  2.71  0.07  0.86
H  -1.38  2.82  -0.63
H  0.01  3.01  0.42
H  0.22  2.30  -1.22

These are the natural (NBO) partial charges, in e, on atoms 1 to 2:
1. C -0.68
2. C -0.04

---

8.
This record from the OMol25 dataset describes an isolated molecule of C6H9NO2. The level of theory is ωB97M-V with the def2-TZVPD basis set.

Summary:
Molar mass: 127.1 Da
Frontier orbital gap (spin up / spin down): 8.379 / 8.375 eV
ΔE to the lowest compared entry with this formula, charge and spin: 5.323 eV
HOMO (spin up / spin down): -8.742 / -8.740 eV
Total charge: 0
E: -439.08073 Ha

Atoms and positions in Å:
C  -0.24  1.83  1.93
C  -0.92  -0.64  -0.45
C  -1.42  0.77  -0.07
C  1.81  -0.20  -1.01
C  1.53  -0.91  0.93
C  0.58  -0.47  -0.12
N  -0.26  1.32  0.70
O  0.53  1.52  2.78
O  2.67  -0.59  0.13
H  -1.12  2.61  2.11
H  -1.44  -1.38  0.24
H  -1.26  -0.82  -1.48
H  -1.66  1.43  -0.83
H  -2.36  0.72  0.57
H  1.98  -0.98  -1.83
H  2.02  0.79  -1.26
H  1.57  -0.42  1.86
H  1.49  -2.06  1.12

These are the natural (NBO) partial charges, in e, on atoms 1 to 2:
1. C 0.52
2. C -0.49

---

9.
This record from the OMol25 dataset describes a cluster of 2 separate species, C6H9NO2 in total. The level of theory is ωB97M-V with the def2-TZVPD basis set.

Summary:
Molar mass: 127.1 Da
Frontier orbital gap: 9.949 eV
ΔE to the lowest compared entry with this formula, charge and spin: 3.229 eV
HOMO: -9.378 eV
SMILES: C#C[C@@H]1C[C@@H]1NC=O.O
Total charge: 0
E: -439.15770 Ha

Atoms and positions in Å:
C  1.66  0.96  -0.62
C  0.59  1.21  -0.12
C  -0.79  1.48  0.22
C  -1.37  0.96  1.51
C  -1.81  0.36  0.22
N  -1.34  -0.95  -0.14
C  -2.18  -2.00  -0.38
O  -3.37  -2.02  -0.12
H  2.40  0.56  -1.30
H  -1.16  2.45  -0.13
H  -2.08  1.59  2.04
H  -0.72  0.35  2.14
H  -2.80  0.61  -0.15
H  -0.35  -1.12  -0.13
H  -1.71  -2.77  -1.03
O  4.96  -0.32  -0.36
H  4.72  -0.15  -1.29
H  5.34  -1.20  -0.35

These are the natural (NBO) partial charges, in e, on atoms 1 to 2:
1. C -0.24
2. C -0.01

---

10.
This record from the OMol25 dataset describes a structure of composition C6H9NO2. The level of theory is ωB97M-V with the def2-TZVPD basis set.

Summary:
Molar mass: 127.1 Da
Frontier orbital gap (spin up / spin down): 7.522 / 7.523 eV
ΔE to the lowest compared entry with this formula, charge and spin: 4.031 eV
HOMO (spin up / spin down): -7.935 / -7.935 eV
Total charge: 0
E: -439.12821 Ha

Atoms and positions in Å:
C  -1.06  2.21  -0.23
C  0.07  0.49  1.32
C  0.49  -1.23  0.76
C  -0.45  0.90  0.13
N  -0.01  -0.25  -1.97
C  -0.44  -0.33  -0.67
C  1.78  -1.47  0.45
O  -0.21  -2.20  1.43
O  0.36  0.78  2.45
H  -0.90  -1.78  1.96
H  0.71  0.42  -2.19
H  -0.03  -1.08  -2.55
H  -1.24  -1.07  -0.57
H  -0.59  2.66  -1.11
H  -2.14  2.13  -0.45
H  -0.94  2.92  0.59
H  2.31  -2.34  0.82
H  2.32  -0.77  -0.18

These are the natural (NBO) partial charges, in e, on atoms 1 to 2:
1. C -0.63
2. C 0.58